[1]
{
  "formula": "C7H11N2OOsS4Se",
  "method": "ωB97M-V/def2-TZVPD",
  "symbols": ["Os", "S", "S", "S", "S", "O", "C", "C", "C", "C", "C", "C", "N", "H", "H", "H", "H", "H", "H", "H", "H", "H", "H", "H", "Se", "C", "N"],
  "xyz": [[-1.689, -1.470, 1.017], [-1.911, -3.164, 2.271], [-2.617, -2.557, 4.159], [-3.214, -0.663, 3.707], [-1.480, -0.055, 2.770], [0.331, -1.266, 0.754], [0.914, -0.943, -0.306], [2.399, -0.906, -0.359], [2.783, 0.581, -0.605], [1.784, 1.631, -0.071], [0.585, 1.952, -0.985], [-0.468, 0.851, -1.067], [0.213, -0.442, -1.349], [2.770, -1.544, -1.163], [2.790, -1.284, 0.583], [2.932, 0.748, -1.675], [3.753, 0.744, -0.136], [2.335, 2.560, 0.069], [1.432, 1.348, 0.928], [0.954, 2.165, -1.994], [0.098, 2.866, -0.639], [-1.211, 1.031, -1.840], [-1.006, 0.769, -0.119], [0.791, -0.352, -2.177], [-5.773, -0.645, -1.280], [-4.279, -0.894, -0.517], [-3.219, -1.061, 0.023]],
  "homo_lumo_gap_ev": 6.378,
  "homo_energy_ev": -11.583,
  "multiplicity": 1,
  "charge": 1,
  "energy_ev": -123612.7984
}

=====

[2]
{
  "formula": "C7H11N2S",
  "method": "ωB97M-V/def2-TZVPD",
  "symbols": ["C", "C", "C", "C", "C", "C", "C", "N", "N", "S", "H", "H", "H", "H", "H", "H", "H", "H", "H", "H", "H"],
  "xyz": [[-1.187, -1.437, -2.365], [-0.150, -2.233, -2.791], [-0.535, -0.277, 1.754], [0.666, -0.572, 0.454], [0.191, 0.789, 1.013], [1.281, 1.527, 1.760], [-0.589, 1.675, 0.065], [-0.966, -0.830, -1.206], [0.176, -1.110, -0.712], [1.122, -2.187, -1.670], [-2.115, -1.275, -2.881], [-0.089, -2.820, -3.687], [-1.522, -0.564, 1.435], [-0.190, -0.612, 2.715], [1.604, -0.979, 0.790], [1.878, 2.118, 1.070], [1.934, 0.844, 2.297], [0.829, 2.206, 2.480], [-0.568, 2.700, 0.425], [-1.624, 1.359, -0.017], [-0.144, 1.678, -0.929]],
  "homo_lumo_gap_ev": [7.568, 7.132],
  "homo_energy_ev": [-10.749, -14.682],
  "multiplicity": 3,
  "charge": 1,
  "s2": 2.02,
  "energy_ev": -21241.2412
}

=====

[3]
{
  "formula": "C7H11N2Si",
  "method": "ωB97M-V/def2-TZVPD",
  "symbols": ["N", "Si", "C", "N", "C", "C", "C", "C", "C", "C", "H", "H", "H", "H", "H", "H", "H", "H", "H", "H", "H"],
  "xyz": [[2.386, -0.201, -1.373], [2.432, -0.328, 0.342], [0.630, -1.008, 0.764], [0.425, -2.280, 0.830], [-0.475, -0.122, 0.467], [-1.061, -0.262, -0.798], [-1.987, 0.667, -1.232], [-2.398, 1.689, -0.392], [-1.864, 1.795, 0.883], [-0.877, 0.920, 1.300], [2.755, 0.627, -1.815], [2.506, -1.000, -1.978], [2.502, 0.996, 0.934], [3.273, -1.384, 0.902], [1.190, -2.940, 0.915], [-0.511, -2.679, 0.829], [-0.734, -1.053, -1.456], [-2.395, 0.586, -2.229], [-3.136, 2.400, -0.730], [-2.208, 2.568, 1.550], [-0.451, 1.008, 2.287]],
  "homo_lumo_gap_ev": 8.657,
  "homo_energy_ev": -13.238,
  "multiplicity": 1,
  "charge": 1,
  "energy_ev": -18289.2451
}

=====

[4]
{
  "formula": "C7H11N3",
  "method": "ωB97M-V/def2-TZVPD",
  "symbols": ["C", "C", "C", "C", "C", "C", "C", "N", "N", "N", "H", "H", "H", "H", "H", "H", "H", "H", "H", "H", "H"],
  "xyz": [[-2.165, -0.596, -2.138], [-1.348, -0.705, -1.266], [1.057, 0.514, 1.187], [0.490, 0.037, -0.130], [-3.154, -0.474, -3.218], [1.346, 0.490, -1.286], [1.527, 0.567, 3.528], [0.788, -1.372, 2.515], [-0.656, -0.584, -0.203], [1.001, -0.118, 2.328], [1.450, 1.527, 1.063], [-4.251, -0.394, -2.852], [-2.881, 0.501, -3.715], [-3.059, -1.365, -3.792], [2.155, 1.229, -1.053], [0.664, 0.883, -2.199], [1.917, -0.315, -1.774], [0.581, 0.605, 4.135], [2.245, -0.136, 4.027], [1.884, 1.548, 3.173], [0.408, -1.842, 1.670]],
  "homo_lumo_gap_ev": [7.592, 7.592],
  "homo_energy_ev": [-7.535, -7.534],
  "multiplicity": 1,
  "energy_ev": -11902.2737
}

=====

[5]
{
  "formula": "C7H11N3",
  "method": "ωB97M-V/def2-TZVPD",
  "symbols": ["C", "C", "N", "C", "C", "N", "C", "C", "N", "C", "H", "H", "H", "H", "H", "H", "H", "H", "H", "H", "H"],
  "xyz": [[-0.403, 2.235, -0.720], [0.185, 1.443, 0.418], [1.641, 1.522, 0.376], [2.214, 0.414, 0.174], [3.538, -0.006, 0.137], [4.606, -0.340, 0.264], [0.987, -0.797, 0.185], [0.889, -1.708, -1.020], [-0.141, -0.007, 0.381], [-1.161, -0.503, 1.217], [-0.419, 1.706, -1.654], [0.094, 3.198, -0.686], [-1.404, 2.303, -0.555], [-0.006, 1.966, 1.424], [1.232, -1.413, 1.026], [-0.117, -2.009, -1.159], [1.465, -2.603, -0.757], [1.302, -1.190, -1.869], [-0.830, -0.424, 2.260], [-2.256, -0.127, 0.842], [-1.402, -1.586, 1.058]],
  "homo_lumo_gap_ev": 8.966,
  "homo_energy_ev": -8.720,
  "multiplicity": 1,
  "energy_ev": -11905.0604
}

=====

[6]
{
  "formula": "C7H11N3",
  "method": "ωB97M-V/def2-TZVPD",
  "symbols": ["C", "N", "C", "C", "C", "C", "C", "C", "N", "N", "H", "H", "H", "H", "H", "H", "H", "H", "H", "H", "H"],
  "xyz": [[1.143, -0.517, -2.294], [0.620, 0.098, -1.052], [-0.455, -0.753, -0.509], [-0.058, -1.514, 0.468], [0.699, -0.928, 1.543], [0.173, 0.171, 2.267], [-1.159, 0.599, 1.892], [-1.334, 1.061, 0.555], [-0.230, 1.762, -0.012], [0.230, 1.392, -1.172], [1.992, 0.010, -2.570], [1.573, -1.461, -2.097], [0.436, -0.581, -3.114], [-1.284, -0.920, -1.166], [-0.433, -2.523, 0.541], [1.451, -1.544, 2.058], [0.865, 0.458, 2.976], [-1.855, 0.778, 2.688], [-2.321, 1.244, 0.144], [0.535, 1.718, 0.672], [-0.589, 1.449, -1.817]],
  "homo_lumo_gap_ev": 8.645,
  "homo_energy_ev": -7.860,
  "multiplicity": 1,
  "energy_ev": -11901.3104
}

=====

[7]
{
  "formula": "C7H11N3",
  "method": "ωB97M-V/def2-TZVPD",
  "symbols": ["H", "N", "C", "C", "C", "C", "N", "C", "C", "N", "C", "H", "H", "H", "H", "H", "H", "H", "H", "H", "H"],
  "xyz": [[1.117, -2.705, 0.160], [0.219, -2.193, 0.122], [0.383, -0.925, 0.077], [-0.685, 0.111, -0.020], [-2.054, -0.387, -0.438], [-0.828, 0.833, 1.362], [1.649, -0.204, -0.134], [2.722, -0.447, 0.704], [3.714, 0.372, 0.236], [3.310, 1.036, -0.843], [2.056, 0.722, -1.052], [-0.379, 0.870, -0.681], [-2.206, -1.403, -0.126], [-2.045, -0.258, -1.425], [-2.811, 0.263, 0.126], [0.006, 0.806, 2.035], [-1.692, 0.542, 1.836], [-0.973, 1.812, 0.995], [2.642, -1.273, 1.459], [4.768, 0.475, 0.500], [1.447, 0.967, -1.847]],
  "homo_lumo_gap_ev": 9.911,
  "homo_energy_ev": -9.060,
  "multiplicity": 1,
  "energy_ev": -11906.2395
}

=====

[8]
{
  "formula": "C7H11N3O3",
  "method": "ωB97M-V/def2-TZVPD",
  "symbols": ["O", "C", "C", "C", "N", "C", "O", "N", "H", "H", "H", "H", "C", "N", "C", "C", "O", "H", "H", "H", "H", "H", "H", "H"],
  "xyz": [[-1.037, 0.888, -3.268], [-0.721, 0.238, -2.261], [-1.713, -0.015, -1.264], [-1.250, -0.675, -0.222], [-0.062, -1.345, -0.175], [0.856, -1.350, -1.210], [1.790, -2.100, -1.295], [0.435, -0.420, -2.259], [-2.652, 0.520, -1.230], [-1.883, -1.002, 0.515], [0.015, -2.173, 0.507], [1.208, -0.177, -2.953], [-1.171, 1.830, 1.214], [-0.525, 0.610, 1.826], [0.732, 0.764, 2.362], [1.417, -0.464, 2.956], [1.249, 1.823, 2.502], [-0.570, 2.834, 1.098], [-1.695, 1.505, 0.272], [-2.051, 2.103, 1.936], [-1.067, -0.310, 2.045], [1.068, -1.355, 2.376], [1.265, -0.388, 3.984], [2.510, -0.330, 2.742]],
  "homo_lumo_gap_ev": 9.589,
  "homo_energy_ev": -9.573,
  "multiplicity": 1,
  "energy_ev": -18049.2261
}

=====

[9]
{
  "formula": "C7H11N3O3",
  "method": "ωB97M-V/def2-TZVPD",
  "symbols": ["N", "C", "N", "C", "O", "C", "C", "N", "C", "O", "C", "C", "O", "H", "H", "H", "H", "H", "H", "H", "H", "H", "H", "H"],
  "xyz": [[0.143, -1.523, -1.740], [0.936, -0.705, -0.972], [2.084, -1.135, -0.500], [2.925, -0.248, 0.253], [4.027, -0.607, 0.613], [2.431, 1.129, 0.438], [1.203, 1.442, 0.017], [0.435, 0.576, -0.730], [-0.845, 0.943, -1.329], [-1.882, 0.162, -0.738], [-2.301, 0.313, 0.596], [-1.344, -0.332, 1.560], [-1.260, -1.686, 1.061], [0.515, -2.500, -1.840], [-0.863, -1.486, -1.512], [3.103, 1.800, 0.969], [0.688, 2.391, 0.251], [-0.772, 0.687, -2.393], [-1.016, 2.009, -1.127], [-2.422, 1.373, 0.887], [-3.234, -0.246, 0.682], [-1.747, -0.348, 2.592], [-0.356, 0.095, 1.540], [-0.447, -2.103, 1.420]],
  "homo_lumo_gap_ev": 9.578,
  "homo_energy_ev": -9.039,
  "multiplicity": 1,
  "energy_ev": -18049.6703
}

=====

[10]
{
  "formula": "C7H11N3O3",
  "method": "ωB97M-V/def2-TZVPD",
  "symbols": ["O", "C", "C", "C", "N", "C", "O", "N", "H", "H", "H", "H", "C", "N", "C", "C", "O", "H", "H", "H", "H", "H", "H", "H"],
  "xyz": [[0.286, -1.778, -0.539], [-0.757, -1.213, -0.377], [-2.127, -1.771, -0.477], [-3.190, -0.911, -0.235], [-3.073, 0.470, -0.047], [-1.835, 1.069, 0.113], [-1.677, 2.265, 0.292], [-0.773, 0.219, -0.027], [-2.200, -2.865, -0.651], [-4.264, -1.182, -0.209], [-3.918, 0.951, 0.219], [0.190, 0.527, -0.069], [2.659, 1.193, -1.300], [1.693, 0.769, -0.341], [2.114, -0.284, 0.500], [1.130, -0.327, 1.644], [2.891, -1.217, 0.217], [3.442, 0.371, -1.054], [2.278, 1.069, -2.338], [2.956, 2.283, -1.104], [1.290, 1.559, 0.158], [0.306, 0.411, 1.490], [1.696, -0.172, 2.545], [0.880, -1.436, 1.591]],
  "homo_lumo_gap_ev": 10.042,
  "homo_energy_ev": -9.567,
  "multiplicity": 1,
  "energy_ev": -18049.0517
}

=====

Respective relative energy (zero: lowest compared OMol25 entry of this formula, charge and spin) values: 0.0 84.5 0.0 425.9 157.1 518.9 43.3 163.4 120.5 180.2 kJ/mol.